Here is a structure of composition C35H51N2O4Pd at a distorted geometry from the Open Molecules 2025 dataset. Energies are from wB97M-V/def2-TZVPD.

Last column: Mulliken charge in e.
Geometry (Å):
Pd 0.191 -1.681 -0.094  0.5185
O -1.605 -0.829 0.036  -1.5077
O 2.146 -2.008 -0.199  -1.2453
O -0.294 -4.569 0.482  -0.3694
O -1.901 -3.430 -0.967  -0.4462
N -3.270 -4.055 0.733  0.1830
N 0.762 0.177 -0.110  -0.3269
C -2.703 1.293 -0.081  -0.5341
C 4.322 3.243 2.371  -1.6338
C -1.545 0.468 -0.066  1.8182
C -0.392 -3.506 0.032  0.4428
C -4.194 -3.835 -1.477  -1.1279
C -3.029 -3.764 -0.532  0.8300
C -1.176 4.790 -0.369  1.8379
C 4.663 -3.200 0.846  -1.6326
C -5.219 1.658 -0.026  -2.3033
C 6.559 -1.890 -0.073  -2.2554
C -2.522 2.658 -0.177  -0.2172
C -0.243 1.092 -0.173  -0.8714
C -4.181 -0.136 -1.404  -1.3877
C -4.595 -5.296 -1.775  -0.9188
C -4.538 -4.562 1.220  -0.7514
C -4.236 -0.306 1.116  -1.5115
C 4.757 -2.656 -1.607  -1.5945
C -4.077 0.642 -0.082  2.4288
C -1.934 5.314 -1.598  -1.6950
C 4.849 0.337 0.332  0.5418
C -4.226 -6.282 -0.666  -0.6711
C 2.096 0.337 0.103  -1.1312
C -0.136 2.472 -0.347  -0.0873
C -1.813 5.354 0.913  -1.7163
C 6.354 2.689 1.042  -2.3287
C 0.269 5.290 -0.447  -2.0068
C 2.825 -0.914 -0.037  1.9975
C 4.247 -0.875 0.038  -0.6821
C 4.481 3.907 -0.050  -1.4508
C 2.758 1.496 0.491  -0.1799
C 4.830 2.819 0.981  2.0549
C -4.856 -5.974 0.693  -0.5953
C -1.264 3.276 -0.311  -1.2731
C 4.144 1.520 0.594  -1.4874
C 5.053 -2.137 -0.192  2.0981
H -1.878 6.399 -1.628  0.4568
H 5.278 -4.083 0.698  0.5018
H -1.311 4.954 1.791  0.4044
H -5.211 2.309 -0.895  0.4143
H 0.828 2.900 -0.546  1.5553
H -3.512 -1.115 1.080  0.1267
H -3.420 -0.911 -1.455  0.1979
H 6.654 1.936 1.768  0.4579
H 3.414 4.117 -0.074  0.1746
H -4.557 -7.278 -0.966  0.4242
H -5.939 -6.081 0.627  0.3613
H -5.333 -3.867 0.939  0.1855
H 4.796 4.174 2.671  0.4674
H -3.931 -3.319 -2.399  0.5480
H -4.090 -5.622 -2.685  0.3569
H -4.031 0.543 -2.242  0.3672
H -5.163 -0.592 -1.502  0.3927
H -4.493 -6.717 1.405  0.2880
H -6.167 1.127 -0.016  0.4521
H 5.324 -3.566 -1.781  0.4654
H -5.165 2.260 0.878  0.4483
H 6.765 2.443 0.065  0.4036
H 6.790 3.635 1.355  0.4431
H -2.501 -4.015 1.391  0.2655
H 4.569 2.483 3.108  0.3805
H 6.823 -1.535 0.921  0.4247
H -1.493 4.923 -2.512  0.3925
H 5.050 -1.919 -2.352  0.3513
H 6.904 -1.177 -0.819  0.4098
H 7.089 -2.824 -0.238  0.4466
H -2.982 5.029 -1.578  0.3316
H 0.749 4.965 -1.367  0.4141
H -4.487 -4.573 2.309  0.5535
H 4.997 4.831 0.201  0.4919
H 3.699 -2.878 -1.725  0.2802
H 3.619 -3.484 0.743  0.2828
H -3.393 3.289 -0.172  0.5804
H 5.920 0.367 0.403  0.8474
H -1.720 6.437 0.929  0.4674
H -3.139 -6.322 -0.564  0.2570
H 0.280 6.377 -0.435  0.5282
H 2.186 2.368 0.751  1.3548
H -5.669 -5.336 -1.962  0.3430
H -5.238 -0.734 1.116  0.4602
H 3.245 3.394 2.378  0.2970
H 0.851 4.947 0.406  0.3579
H -5.029 -3.307 -1.020  0.3649
H -2.867 5.103 0.982  0.3533
H 4.797 3.606 -1.047  0.3666
H 4.835 -2.829 1.854  0.3484
H -4.097 0.239 2.047  0.3434

Cartesian forces (eV/Å) of the 6 atoms listed first:
0.177 0.550 -0.016
-0.191 0.690 -0.132
0.649 0.358 0.050
0.034 0.877 -0.394
-0.417 -0.054 -0.365
0.535 0.140 0.641

Summary:
Electronic energy (hartree): -1902.4271
LUMO level (spin up / spin down) (eV): -2.27 / -5.36
Spin multiplicity: 3
Charge: +1